1.
C3H6IN2S as an isolated structure. Source: the Open Molecules 2025 dataset; level of theory: wB97M-V/def2-TZVPD.

LUMO energy (eV): -5.20
E (Eh): -922.99079
Net charge: +1
2S+1: 1
Frontier orbital gap (eV): 8.77
HOMO (eV): -13.965

```
13
Properties=species:S:1:pos:R:3:lowdin_charge:R:1
C -1.7975 -0.5253 -1.2145 -0.0427
C -1.8110 -0.2969 0.0712 -0.4389
C 0.8781 0.4229 0.3575 -0.7522
N 1.0726 -0.8771 0.0249 0.1345
N 1.9181 1.2638 0.5806 -0.3630
S -0.7175 1.0029 0.6874 0.9109
I 1.4284 3.0863 1.5504 0.9635
H -2.4575 -1.2055 -1.7495 0.0979
H -0.9253 -0.0859 -1.5970 0.0420
H -2.6509 -0.7720 0.7194 0.1263
H 1.9423 -1.4406 0.2563 0.1757
H 0.3053 -1.4162 -0.2986 0.0726
H 2.8149 0.8438 0.6121 0.0733
```



2.
An isolated ion of composition C7H10Cl2N3O2 and charge +1. Source: the Open Molecules 2025 dataset; level of theory: wB97M-V/def2-TZVPD.

LUMO energy (eV): -4.18
E (Eh): -1507.59048
Net charge: +1
2S+1: 1
Frontier orbital gap (eV): 9.81
HOMO (eV): -13.994
SMILES string: [H]/N=C1\[C@@H](Cl)NC(Cl)=[NH+][C@H]1C(=O)OCC

```
24
Properties=species:S:1:pos:R:3:lowdin_charge:R:1
H 0.0937 2.3000 2.6301 0.1287
N 0.0382 1.3338 2.2135 0.2332
C -0.6360 0.9218 1.2627 -0.3882
C -1.4881 1.7168 0.3295 -0.5299
Cl -0.6350 1.7147 -1.2669 0.7417
N -2.7968 1.0958 0.1608 0.0590
C -2.8050 -0.2268 0.0403 -0.7499
Cl -4.1894 -0.9625 -0.5122 0.9359
N -1.9261 -0.9606 0.6167 0.1221
C -0.6339 -0.5512 1.0527 -0.1544
C 0.3708 -1.1266 0.0698 -0.3745
O -0.0430 -1.8463 -0.8659 0.0940
O 1.6818 -0.8241 0.3233 -0.0155
C 2.7648 -1.0964 -0.5000 -0.2181
C 2.7529 -0.0687 -1.6496 -0.0703
H -1.4532 2.7183 0.7627 0.1328
H -3.5436 1.6486 -0.2829 0.1739
H -1.9555 -1.9353 0.5145 0.1507
H -0.3223 -1.0687 1.9795 0.1952
H 3.6569 -1.0294 0.1999 0.1510
H 2.6661 -2.0993 -1.0389 0.1481
H 2.1567 -0.5820 -2.4947 0.1110
H 2.4898 0.9577 -1.5005 0.0544
H 3.7562 -0.0295 -2.0444 0.0690
```



3.
An isolated ion of composition C6H14N4 and charge +2. Source: the Open Molecules 2025 dataset; level of theory: wB97M-V/def2-TZVPD.

LUMO energy (spin up / spin down) (eV): -7.00 / -10.96
E (Eh): -455.19294
Net charge: +2
2S+1: 3
Frontier orbital gap (spin up / spin down) (eV): 7.36 / 5.64
HOMO (spin up / spin down) (eV): -14.366 / -16.598
⟨S²⟩: 2.02

```
24
Properties=species:S:1:pos:R:3:lowdin_charge:R:1
C 0.6912 -0.5990 -0.1903 0.0349
C 0.7783 0.7324 -0.1441 -0.1825
C 1.8970 -1.3941 -0.2260 -0.0943
C -1.5010 1.1370 0.2763 -0.0908
C 2.8401 -0.3066 0.2416 -0.1100
C -2.1640 -0.0841 -0.5111 -0.3495
N -0.2461 1.6287 -0.2492 0.1863
N -3.3670 -0.3147 0.0339 0.0882
N -1.1932 -1.2075 0.0601 0.0883
N 2.2493 1.0469 -0.1468 0.1527
H 2.1698 -2.2498 0.3828 0.1457
H 2.3030 -1.6919 -1.3245 0.2093
H -2.3042 1.8754 0.3199 0.1472
H -1.4457 0.7335 1.3271 0.1510
H 3.0501 -0.2903 1.2914 0.1402
H 3.7732 -0.4998 -0.3101 0.1520
H -2.1544 -0.0796 -1.5470 0.1434
H -0.0712 2.5597 -0.0068 0.1558
H -4.1603 -0.7409 -0.4252 0.1325
H -3.4591 -0.0057 1.0567 0.1601
H -1.3399 -2.1805 -0.3670 0.1691
H -1.3465 -1.1742 1.0667 0.1051
H 2.4723 1.3007 -1.1663 0.2368
H 2.5285 1.8043 0.5581 0.2285
```



4.
A 21-piece molecular cluster, C116H114O69 overall. Source: the Open Molecules 2025 dataset; level of theory: wB97M-V/def2-TZVPD.

LUMO energy (eV): -2.44
E (Eh): -9679.76670
2S+1: 1
Frontier orbital gap (eV): 7.03
HOMO (eV): -9.474

```
299
Properties=species:S:1:pos:R:3:lowdin_charge:R:1
C 1.1627 6.3955 0.2299 0.0615
C 0.3658 7.4629 0.1141 -0.2273
C -0.5133 7.9606 1.2399 -0.2880
O -1.2593 8.9541 1.2696 0.0937
C -0.1842 7.2427 2.4945 0.0599
C 0.5673 6.1646 2.5801 -0.2311
C 1.2746 5.5030 1.4134 -0.2255
O 1.7870 4.3661 1.3610 0.0969
O 0.7120 5.5262 3.7540 0.0884
O 0.4334 8.2212 -1.0303 0.0794
H 1.8617 6.2338 -0.5774 0.1232
H -0.5895 7.5712 3.4401 0.1387
H 1.0286 4.6321 3.6061 0.0541
H -0.0813 9.0288 -0.9628 0.1100
C 0.4704 1.3050 0.6966 0.0803
C 1.0849 1.3236 -0.5213 -0.1733
C 0.8544 0.2406 -1.5735 -0.2101
O 1.1947 0.2156 -2.7875 0.0945
C -0.0270 -0.8453 -1.0187 0.0839
C -0.6307 -0.8435 0.2182 -0.1419
C -0.4261 0.2660 1.2180 -0.2340
O -0.8450 0.2211 2.3934 0.0739
O -1.4622 -1.8947 0.6005 0.0471
O 1.9007 2.3559 -0.9002 0.0524
H 0.7510 2.0435 1.4330 0.1162
H -0.2247 -1.7467 -1.5798 0.0845
H -1.8979 -1.7300 1.4399 0.0834
H 2.1957 2.2327 -1.8054 0.0590
C 3.9428 -1.2178 0.3757 0.0614
C 3.7818 -1.4867 1.7041 -0.1379
C 4.8743 -1.5260 2.7063 -0.3118
O 4.7601 -1.7214 3.9329 0.1160
C 6.1631 -1.3329 2.0908 0.0788
C 6.3115 -1.1480 0.7151 -0.1605
C 5.1832 -0.9901 -0.2865 -0.3340
O 5.2913 -0.7599 -1.4661 0.1245
O 7.5557 -1.0912 0.1678 0.0991
O 2.4748 -1.6967 2.1739 0.0726
H 3.0881 -1.1468 -0.2808 0.1280
H 7.0709 -1.3626 2.6751 0.1362
H 7.5204 -1.2209 -0.7827 0.1065
H 2.5971 -1.8272 3.1171 0.0326
C -2.8668 -6.5087 -0.3870 0.0777
C -2.1887 -5.3555 -0.5496 -0.1981
C -1.7221 -4.8936 -1.9146 -0.2269
O -1.2322 -3.7730 -2.1232 0.0577
C -2.2311 -5.7886 -2.9799 0.0714
C -2.9029 -6.9222 -2.7712 -0.2099
C -3.2025 -7.4610 -1.4318 -0.3081
O -3.7180 -8.5418 -1.1790 0.1287
O -3.3681 -7.7424 -3.7501 0.1077
O -1.9885 -4.5474 0.5358 0.0754
H -3.1568 -6.6103 0.6483 0.1384
H -2.0145 -5.5043 -3.9990 0.1203
H -3.8055 -8.5167 -3.3886 0.1106
H -1.8117 -3.6963 0.1283 0.0576
C -2.2465 4.6076 -9.3229 0.0678
C -2.8086 3.4107 -9.0203 -0.2504
C -2.2943 2.5749 -7.9295 -0.2616
O -2.7998 1.4922 -7.5188 0.0712
C -1.0502 3.0858 -7.3305 0.0802
C -0.5436 4.3035 -7.6912 -0.2004
C -1.1263 5.2161 -8.7128 -0.3442
O -0.6819 6.3069 -9.0106 0.1311
O 0.6097 4.7451 -7.1424 0.0868
O -3.9036 2.9491 -9.5618 0.1425
H -2.6800 4.9849 -10.2373 0.1396
H -0.4206 2.6008 -6.5993 0.1159
H 0.8403 5.6202 -7.4631 0.1128
H -4.2144 2.1672 -9.0997 0.1202
C -5.3095 -4.7375 6.4215 0.0946
C -5.7264 -4.1649 5.2908 -0.1921
C -7.1396 -4.2425 4.8068 -0.2803
O -7.6080 -3.6129 3.8715 0.1188
C -8.0148 -4.9914 5.7624 0.0743
C -7.6117 -5.5492 6.8691 -0.2858
C -6.2230 -5.4764 7.3664 -0.2908
O -5.9014 -5.9396 8.4387 0.1275
O -8.5058 -6.1050 7.6633 0.1218
O -4.8200 -3.5930 4.4116 0.0421
H -4.2576 -4.7237 6.6659 0.1198
H -9.0535 -4.9243 5.4741 0.1368
H -8.0771 -6.2967 8.5006 0.1127
H -5.3746 -3.1181 3.7883 0.0511
C 1.2153 0.2501 6.3572 0.0648
C 1.6910 0.9302 5.3113 -0.1887
C 1.7573 2.4268 5.1654 -0.2851
O 2.0348 3.1817 4.2550 0.1108
C 1.2228 2.9992 6.3777 0.0566
C 0.9025 2.3266 7.5024 -0.1943
C 0.8563 0.8303 7.6791 -0.2404
O 0.4830 0.2276 8.7360 0.0750
O 0.6084 3.0536 8.6513 0.0801
O 2.1551 0.2113 4.2473 0.0791
H 1.3244 -0.8197 6.2575 0.1284
H 1.2198 4.0634 6.5614 0.1445
H 0.2658 2.4879 9.3472 0.1053
H 2.6664 0.7222 3.6156 0.0826
C 5.2897 2.3124 3.1632 0.0775
C 4.7323 2.2031 1.9319 -0.1548
C 5.4190 2.4125 0.6277 -0.3455
O 4.9004 2.4629 -0.4718 0.1136
C 6.8593 2.5267 0.7380 0.0692
C 7.4507 2.4496 1.9941 -0.1673
C 6.7065 2.4228 3.3223 -0.3354
O 7.2221 2.4319 4.4142 0.1358
O 8.7802 2.6138 2.1831 0.1049
O 3.3733 2.0167 1.7759 0.0575
H 4.6876 2.2497 4.0576 0.1288
H 7.5063 2.5417 -0.1267 0.1371
H 8.9572 2.4230 3.1072 0.1044
H 3.1023 2.1887 0.8711 0.0559
C -0.2171 -5.7753 4.0952 0.0796
C 0.9534 -5.1301 4.3153 -0.2326
C 1.2167 -3.6429 4.2481 -0.2670
O 2.2560 -3.0495 4.6136 0.0571
C 0.0113 -2.9090 3.7664 0.0976
C -1.2277 -3.4999 3.5424 -0.1903
C -1.4537 -4.9537 3.7894 -0.2596
O -2.5526 -5.5556 3.6722 0.0858
O -2.2966 -2.7567 3.2011 0.0786
O 2.0604 -5.7981 4.7025 0.0900
H -0.3720 -6.8359 4.2275 0.1318
H 0.0555 -1.8317 3.7043 0.1096
H -3.0699 -3.2785 2.9745 0.0893
H 2.7413 -5.1861 4.9913 0.1059
C -3.8628 0.0646 -4.4519 0.0911
C -3.5784 0.7677 -3.3472 -0.1574
C -3.3119 0.1558 -2.0366 -0.2988
O -2.9707 0.8291 -1.0531 0.0984
C -3.5407 -1.2674 -1.9797 0.0717
C -4.0181 -1.9386 -3.0638 -0.2030
C -4.1499 -1.3921 -4.4037 -0.3196
O -4.6307 -2.0406 -5.3185 0.1281
O -4.2766 -3.2764 -3.1403 0.0906
O -3.3403 2.1617 -3.3606 0.0645
H -4.0952 0.5393 -5.3937 0.1209
H -3.3060 -1.8426 -1.0963 0.1149
H -4.6513 -3.5227 -3.9892 0.1060
H -2.8724 2.4527 -2.5745 0.0476
C 3.0759 2.1532 -7.0905 0.0746
C 2.7704 2.0617 -5.8066 -0.2473
C 3.0059 3.0301 -4.7369 -0.2494
O 2.8035 2.7748 -3.5273 0.0739
C 3.7333 4.2518 -5.2672 0.1041
C 4.1750 4.3293 -6.5646 -0.1885
C 3.8455 3.3071 -7.6285 -0.2700
O 3.9973 3.4818 -8.8533 0.0979
O 4.8710 5.4127 -7.0423 0.0873
O 2.2804 0.8545 -5.4306 0.0607
H 2.9301 1.3068 -7.7452 0.1352
H 4.0733 4.9578 -4.5239 0.1123
H 5.1282 5.2598 -7.9545 0.1045
H 2.3627 0.6824 -4.4897 0.0543
C 2.0674 -3.2367 -2.6220 0.0686
C 3.1096 -2.8881 -3.4536 -0.1570
C 4.5298 -3.3177 -3.1280 -0.2562
O 5.4806 -2.9569 -3.8235 0.1037
C 4.6539 -4.0832 -1.8159 0.0836
C 3.6156 -4.3503 -1.0183 -0.2477
C 2.1853 -4.0795 -1.4240 -0.2723
O 1.2040 -4.4014 -0.7183 0.0970
O 3.7390 -4.9942 0.1575 0.1044
O 2.9178 -1.9941 -4.4668 0.0973
H 1.1119 -2.7853 -2.8447 0.0911
H 5.6296 -4.3815 -1.4619 0.1323
H 2.9499 -4.8294 0.6788 0.1059
H 3.7850 -1.6784 -4.7311 0.0634
C 1.3963 -8.6432 -3.1057 0.0973
C 0.8069 -7.5901 -3.7495 -0.2260
C -0.0421 -7.7775 -4.9303 -0.3208
O -0.5213 -6.8899 -5.6474 0.1074
C -0.4155 -9.1426 -5.1937 0.0605
C 0.0705 -10.2047 -4.5135 -0.1894
C 1.0264 -10.0792 -3.3536 -0.2732
O 1.4646 -11.0673 -2.7305 0.0861
O -0.3584 -11.4895 -4.8084 0.0756
O 1.2100 -6.3432 -3.4624 0.0983
H 2.1307 -8.4381 -2.3409 0.1264
H -1.1633 -9.3945 -5.9311 0.1394
H -0.1265 -12.0694 -4.0793 0.1008
H 0.6402 -5.7114 -3.9070 0.0523
C 5.7589 -0.6105 -5.8542 0.0796
C 5.9102 0.0381 -4.6214 -0.1403
C 7.2186 0.2139 -3.9229 -0.3557
O 7.4163 0.8996 -2.9568 0.1405
C 8.2831 -0.3934 -4.6786 0.0766
C 8.1657 -0.9827 -5.9013 -0.1521
C 6.8977 -1.2293 -6.5881 -0.3005
O 6.7689 -1.7260 -7.7174 0.1116
O 9.3526 -1.5255 -6.4922 0.0608
O 4.7793 0.5637 -3.9511 0.0531
H 4.7342 -0.5837 -6.1943 0.1177
H 9.2703 -0.4360 -4.2427 0.1379
H 9.1037 -1.9782 -7.3013 0.0939
H 5.0620 0.6746 -3.0404 0.0713
C -2.7412 4.3160 4.4957 0.0694
C -3.0091 4.6950 5.7930 -0.2139
C -2.7192 3.8304 6.9341 -0.2870
O -2.9314 4.1348 8.1218 0.1038
C -2.2451 2.4845 6.5475 0.0672
C -1.9620 2.1372 5.2757 -0.1425
C -2.1522 3.1012 4.1173 -0.3502
O -1.8099 2.9708 2.9703 0.1249
O -1.3879 0.8998 4.9156 0.0493
O -3.4161 5.9445 6.0282 0.1131
H -2.9787 5.0371 3.7276 0.1315
H -2.1511 1.6936 7.2770 0.1306
H -1.2776 0.8734 3.9623 0.0327
H -3.5920 6.0499 6.9661 0.1173
C -0.4034 -0.9395 -6.0947 0.0840
C -0.5130 -1.9735 -5.2308 -0.2245
C 0.0460 -3.2724 -5.5488 -0.2795
O -0.0182 -4.2393 -4.7955 0.0810
C 0.6916 -3.2905 -6.8731 0.0996
C 0.7606 -2.2480 -7.7511 -0.1992
C 0.2100 -0.9084 -7.4128 -0.2726
O 0.3262 0.0955 -8.1724 0.0786
O 1.1588 -2.3826 -9.0477 0.1018
O -1.0191 -1.8097 -4.0158 0.1026
H -0.6703 0.0460 -5.7424 0.1269
H 1.0380 -4.2242 -7.2910 0.1347
H 0.8545 -1.5956 -9.5057 0.1037
H -0.9640 -2.5990 -3.4722 0.0479
C -6.7723 5.3984 4.9214 -0.0738
C -6.5289 4.9978 3.4912 -0.2819
O -6.2528 3.6501 3.6006 -0.1689
C -6.2918 2.8404 2.4619 -0.2689
C -5.2899 3.2564 1.4131 -0.0682
H -6.7563 6.4883 4.9307 0.0780
H -7.6758 5.0603 5.4287 0.0792
H -6.0890 5.0577 5.6993 0.0623
H -7.4819 5.1448 2.9830 0.1269
H -5.6479 5.4252 3.0123 0.1166
H -6.0809 1.8062 2.7343 0.0779
H -7.2785 2.8531 1.9990 0.1223
H -5.1713 2.4207 0.7234 0.0747
H -4.2621 3.3257 1.7691 0.0580
H -5.6339 4.1986 0.9863 0.0793
C -2.6159 5.2390 0.0167 -0.0363
C -2.0114 3.8840 -0.3990 -0.2385
O -1.8690 3.8040 -1.8052 -0.1716
C -0.6024 4.1970 -2.2584 -0.2490
C -0.6700 3.9385 -3.7512 -0.0646
H -3.6417 5.2725 -0.3505 0.0739
H -2.7465 5.2469 1.0988 0.0605
H -2.0550 6.0869 -0.3764 0.0664
H -1.0696 3.6958 0.1165 0.1031
H -2.6833 3.0829 -0.0909 0.0919
H -0.3813 5.2633 -2.2128 0.1206
H 0.2055 3.5904 -1.8491 0.1052
H 0.2212 4.3377 -4.2354 0.0670
H -1.4498 4.5355 -4.2242 0.0902
H -0.7856 2.8702 -3.9339 0.0758
C -0.8559 -5.9029 7.6247 -0.0357
C -0.5838 -4.3632 7.4952 -0.2713
O -1.5834 -3.6622 6.7959 -0.1602
C -1.8422 -2.3495 7.3711 -0.2369
C -3.0072 -1.7015 6.7025 -0.0533
H -0.1579 -6.2779 8.3733 0.0748
H -1.8982 -5.9919 7.9310 0.0735
H -0.7193 -6.3953 6.6619 0.0492
H -0.3539 -4.0558 8.5154 0.1148
H 0.3198 -4.1900 6.9108 0.1002
H -1.8870 -2.3208 8.4598 0.1180
H -0.9028 -1.8196 7.2132 0.0971
H -2.5621 -1.2079 5.8386 0.0557
H -3.4764 -0.9341 7.3180 0.0842
H -3.8243 -2.3225 6.3352 0.0552
C 4.8412 5.4441 -1.4568 -0.0795
C 5.8786 5.8700 -0.3945 -0.2327
O 5.2202 6.8238 0.4336 -0.1679
C 4.9794 8.0988 -0.1879 -0.2633
C 4.5686 9.1120 0.8908 -0.0632
H 4.5393 6.2022 -2.1794 0.0635
H 5.1710 4.5709 -2.0198 0.0638
H 3.9643 5.1464 -0.8819 0.0650
H 6.0727 4.9358 0.1325 0.0870
H 6.8163 6.2189 -0.8270 0.1184
H 5.9020 8.4702 -0.6340 0.1133
H 4.2144 8.0073 -0.9589 0.1021
H 5.1283 9.0090 1.8204 0.0776
H 3.5453 8.8544 1.1642 0.0581
H 4.5905 10.1366 0.5194 0.0750
C -5.4751 -4.1227 0.5945 -0.0297
C -5.8678 -2.6610 0.9701 -0.2419
O -5.2513 -2.1830 2.1607 -0.2031
C -5.4115 -0.7630 2.2713 -0.2101
C -4.8033 -0.3348 3.6429 -0.0384
H -4.4951 -4.1801 0.1208 0.0413
H -5.4214 -4.7338 1.4955 0.0806
H -6.2010 -4.4509 -0.1494 0.0839
H -5.6501 -2.0184 0.1171 0.1038
H -6.9471 -2.6811 1.1210 0.1155
H -4.9883 -0.2144 1.4298 0.1147
H -6.4809 -0.5623 2.3367 0.1194
H -3.7185 -0.4331 3.6825 0.0532
H -5.1018 -0.8263 4.5689 0.0791
H -4.7686 0.7506 3.7365 0.0592
```